P.
C4H2OS | ωB97M-V with the def2-TZVPD basis set

ORCA input file:
```
! RIJCOSX wB97M-V def2-TZVPD def2/J DEFGRID3
* xyz 0 1
S 2.0981 -1.6034 1.7368
O -1.8101 1.8945 -1.5182
C -0.4575 0.4164 -0.3033
C -1.1181 1.6792 -0.5428
C 0.1691 -0.5488 0.0359
C 1.0983 -1.6593 0.4223
H 0.9821 -2.5343 -0.1618
H -0.9619 2.3557 0.3311
*
```

Properties
HOMO, Ha: -0.354
SMILES: O=CC#CC=S


Q.
C4H2OS | ωB97M-V with the def2-TZVPD basis set

ORCA input file:
```
! RIJCOSX wB97M-V def2-TZVPD def2/J DEFGRID3
* xyz 0 1
S 2.8358 0.0373 0.0058
O 0.4342 1.0697 -0.0503
C 0.4320 -1.1339 -0.0564
C 1.2577 -0.0654 -0.0272
C -0.9201 -0.6891 -0.0041
C -0.7999 0.6650 0.0261
H -1.8352 -1.3961 -0.1339
H -1.4046 1.5125 0.2399
*
```

Properties
HOMO (spin up / spin down), Ha: -0.317 / -0.322


R.
C4H2OS | ωB97M-V with the def2-TZVPD basis set

ORCA input file:
```
! RIJCOSX wB97M-V def2-TZVPD def2/J DEFGRID3
* xyz 0 1
S 0.3591 0.6150 2.5043
O 1.4682 0.2445 -1.1191
C -0.8354 -0.0856 -0.5597
C -1.9101 -0.4916 -0.9340
C 1.1142 0.3052 1.0607
C 0.5037 0.0358 -0.2825
H 2.2154 0.2367 1.0037
H -2.9152 -0.8599 -1.6734
*
```

Properties
HOMO, Ha: -0.343
SMILES: C#CC(=O)C=S


Quick one: most stable of them? P


P.
C6H9NS | ωB97M-V with the def2-TZVPD basis set

ORCA input file:
```
! RIJCOSX wB97M-V def2-TZVPD def2/J DEFGRID3
* xyz 0 1
S 1.5365 -2.0780 -0.4573
N -2.0389 -1.2093 -1.7276
C -0.0317 -1.8437 0.2877
C 0.9468 -1.0271 0.9846
C -1.0194 0.7471 -0.6194
C 0.4678 0.8946 -0.5674
C 1.0441 0.4472 0.7541
C -1.2557 -0.6674 -0.9536
H -1.9151 -2.1833 -1.9725
H -0.4322 -2.8126 0.4425
H 0.5546 1.9686 -0.6950
H 0.6569 1.0904 1.5042
H -1.6005 1.5140 -1.1142
H 0.9335 0.3116 -1.3398
H 2.1965 0.7216 0.7409
H 1.1984 -1.1926 1.9879
H -1.2305 0.8978 0.4896
*
```

Properties
HOMO, Ha: -0.286


Q.
C6H9NS | ωB97M-V with the def2-TZVPD basis set

ORCA input file:
```
! RIJCOSX wB97M-V def2-TZVPD def2/J DEFGRID3
* xyz 0 1
S -0.3418 2.3594 -0.5844
N 2.0386 0.2644 -1.3756
C -1.5576 -0.1414 -0.0486
C 0.0387 -1.2218 1.3431
C -1.2233 -1.3470 0.8400
C 0.7228 -0.0929 0.6942
C 0.8273 -0.1964 -0.7984
C -0.3041 0.6192 -0.2607
H 1.6145 0.4864 1.1176
H -2.4527 0.3528 0.3844
H 2.4995 1.0014 -0.7375
H 1.9034 0.6435 -2.2578
H -0.6165 2.7406 0.7302
H 0.3729 -1.9048 2.1213
H -2.0159 -0.4090 -1.0758
H -1.9297 -2.0545 1.1093
H 0.4239 -1.1000 -1.2015
*
```

Properties
HOMO, Ha: -0.314
SMILES: N[C@H]1[C@@H]2C=CC[C@]12S


Quick one: most stable of them? Q


P.
C4H6NO2 | ωB97M-V with the def2-TZVPD basis set

ORCA input file:
```
! RIJCOSX wB97M-V def2-TZVPD def2/J DEFGRID3
* xyz 1 1
O 0.0085 1.3306 1.0933
O -0.2091 -0.7271 -0.0530
N -0.2398 -0.1459 -1.1864
C -0.0828 -0.6961 2.4445
C -0.3251 -0.2161 -2.4579
C -0.0350 0.1826 1.3101
C 0.4255 0.9708 -1.8451
H 0.9091 -1.2050 2.4344
H -0.0134 1.9686 -1.9079
H 1.5755 0.9606 -2.0116
H -0.7556 -0.8292 -3.2342
H -0.4648 -0.0605 3.2945
H -0.7930 -1.5332 2.1195
*
```

Properties
HOMO, Ha: -0.572
SMILES: CC(=O)O[N+]1=CC1


Q.
C4H6NO2 | ωB97M-V with the def2-TZVPD basis set

ORCA input file:
```
! RIJCOSX wB97M-V def2-TZVPD def2/J DEFGRID3
* xyz 1 1
O -1.1584 2.3884 0.0467
O 2.3522 -0.5455 -1.2860
N -0.3741 -0.9915 0.6996
C -0.8658 0.3182 1.1442
C -0.9864 1.1673 -0.1523
C 0.3143 -1.0770 -0.3204
C 1.0853 -1.0396 -1.3964
H -1.3546 2.9574 0.8515
H -0.1920 0.5647 1.9687
H 2.8555 -0.6232 -2.1538
H 0.4764 -1.3520 -2.2539
H -1.7787 0.1390 1.6351
H -0.3738 -1.9061 1.2167
*
```

Properties
HOMO, Ha: -0.474


Quick one: most stable of them? P


P.
C4H7NO2S | ωB97M-V with the def2-TZVPD basis set

ORCA input file:
```
! RIJCOSX wB97M-V def2-TZVPD def2/J DEFGRID3
* xyz -2 1
S 2.5063 -0.2215 1.1386
O -1.4845 1.1348 1.4085
O -1.7700 -1.4525 -2.1824
N -0.8825 0.4820 -1.1793
C -1.8520 -0.6609 -1.1031
C -0.3577 1.3618 1.0246
C 0.2116 0.6727 -0.2359
C 0.9674 -0.5969 0.2261
H 0.2657 -1.2261 0.7555
H -1.7038 -1.2135 -0.1354
H -0.5090 0.4025 -2.1132
H 0.1381 2.2304 1.5015
H 0.9170 1.3667 -0.7033
H 1.1406 -1.1093 -0.7137
H -2.8515 -0.1924 -0.8731
*
```

Properties
HOMO, Ha: 0.023
SMILES: O=C[C@@H](C[S-])NC[O-]


Q.
C4H7NO2S | ωB97M-V with the def2-TZVPD basis set

ORCA input file:
```
! RIJCOSX wB97M-V def2-TZVPD def2/J DEFGRID3
* xyz -2 1
S -2.2863 -2.0632 -0.9836
O -0.7690 1.4569 1.3297
O 3.3127 1.7106 -0.5220
N 1.2990 1.3687 0.4278
C -0.2039 -0.5788 0.1366
C 2.4284 0.7514 -0.4897
C 0.1146 0.7867 0.7798
C -1.6314 -1.0680 0.4170
H 0.5281 -1.2493 0.6005
H -0.0159 -0.4862 -0.8432
H -2.3065 -0.2889 0.7540
H 1.9587 0.2565 -1.3343
H 1.4054 2.2981 0.5822
H -1.5832 -1.6446 1.3957
H 2.9057 -0.1439 0.0636
*
```

Properties
HOMO, Ha: 0.009
SMILES: O=C(CC[S-])NC[O-]


Quick one: most stable of them? Q